# C23H35N3O3

A single C23H35N3O3 molecule (wB97M-V/def2-TZVPD, the Open Molecules 2025 dataset).

```
64
Properties=species:S:1:pos:R:3
C -0.39 3.89 1.67
C 0.06 2.44 1.47
C 0.05 1.72 2.83
C -0.89 1.74 0.50
C -0.38 0.35 0.13
C -1.29 -0.31 -0.89
O -1.92 0.37 -1.69
N -1.33 -1.67 -0.90
C -0.61 -2.53 0.04
C -1.37 -2.82 1.33
C -2.89 -2.92 1.16
C -3.36 -3.68 -0.08
C -3.50 -2.86 -1.38
C -4.08 -3.77 -2.46
C -4.45 -1.67 -1.18
C -2.15 -2.35 -1.90
C 1.02 0.48 -0.47
N 1.93 1.15 0.45
C 3.23 0.75 0.41
O 3.58 -0.26 -0.18
C 4.29 1.55 1.11
N 5.51 1.70 0.45
C 6.27 2.28 1.30
O 5.70 2.51 2.50
C 4.42 2.03 2.37
C 3.57 2.08 3.56
C 4.19 2.19 4.93
C 3.45 3.36 4.35
C 1.47 2.47 0.86
H -0.45 4.41 0.72
H -1.38 3.92 2.14
H 0.30 4.43 2.32
H 0.61 0.78 2.79
H 0.48 2.35 3.60
H -0.98 1.48 3.12
H -1.89 1.68 0.93
H -0.98 2.32 -0.42
H -0.32 -0.26 1.03
H -0.44 -3.47 -0.49
H 0.37 -2.12 0.25
H -0.97 -3.75 1.74
H -1.15 -2.05 2.08
H -3.29 -3.42 2.05
H -3.32 -1.92 1.16
H -2.70 -4.53 -0.27
H -4.35 -4.10 0.12
H -4.15 -3.25 -3.42
H -3.46 -4.66 -2.60
H -5.09 -4.10 -2.18
H -4.67 -1.20 -2.13
H -5.39 -2.01 -0.74
H -4.03 -0.90 -0.53
H -2.31 -1.66 -2.73
H -1.56 -3.20 -2.27
H 1.46 -0.48 -0.73
H 0.93 1.07 -1.39
H 7.30 2.59 1.18
H 2.69 1.46 3.47
H 3.72 1.63 5.72
H 5.27 2.25 4.97
H 4.04 4.20 4.01
H 2.48 3.60 4.76
H 1.43 3.12 -0.03
H 2.18 2.92 1.55
```

Output
multiplicity: 1
SMILES: CC1(C)C[C@@H](C(=O)N2CCCCC(C)(C)C2)CN(C(=O)c2ncoc2C2CC2)C1
electronic energy: -1287.4247 a.u.
frontier orbital gap: 9.59 eV
HOMO energy: -8.984 eV
energy above the lowest of the compared OMol25 structures with the same formula, charge and spin: 114.25 kJ/mol

natural (NBO) population analysis, charges in e, atoms 1 to 5:
1 C -0.60
2 C -0.04
3 C -0.62
4 C -0.39
5 C -0.32